Computed, not measured: the molecule C5H9NO, with the ωB97M-V functional and the def2-TZVPD basis.

Properties
Energy above the lowest of the compared OMol25 structures with the same formula, charge and spin   49.7 kJ/mol
Orbital gap   0.377 Ha
Lowest unoccupied orbital energy   0.898 eV

Last column: natural (NBO) charge in e.
Positions of all 16 atoms, in Å:
O (-0.86, 2.77, -0.88)  -0.605
N (-0.65, 0.64, -0.12)  -0.438
C (0.67, 0.89, 0.44)  -0.221
C (1.12, -0.47, 0.96)  -0.408
C (0.43, -1.46, 0.02)  -0.409
C (-1.24, 1.62, -0.84)  0.541
C (-0.89, -0.79, -0.39)  -0.217
H (0.27, -2.44, 0.47)  0.217
H (-1.72, -1.15, 0.22)  0.196
H (-2.12, 1.27, -1.40)  0.105
H (0.66, 1.66, 1.21)  0.218
H (2.20, -0.58, 0.97)  0.218
H (-1.08, -0.94, -1.45)  0.201
H (1.06, -1.66, -0.85)  0.205
H (0.76, -0.63, 1.98)  0.203
H (1.38, 1.25, -0.32)  0.194